No. 1
Molecular formula: C16H40O9PSi
Method: DFT, wB97M-V/def2-TZVPD

The largest force on an atom is 1.23 eV/A. As for the gap between HOMO and LUMO: 6.533 eV. As for the charge: -1.

Each line ends with the Mulliken charge.
Cartesian coordinates (Å):
1 C 4.54 -1.45 4.88  -1.091
2 Si 3.47 -0.83 3.44  0.448
3 C 3.93 -1.86 1.93  -1.061
4 C 4.08 0.94 3.12  -0.749
5 C 1.72 -0.95 3.97  -0.894
6 P 0.59 -0.71 2.69  1.289
7 O 0.97 -1.13 1.33  -0.665
8 O -0.78 -1.51 3.10  -0.630
9 O 0.07 0.85 2.68  -0.508
10 H 4.26 -0.90 5.78  0.262
11 H 4.32 -2.50 5.06  0.273
12 H 5.60 -1.30 4.65  0.277
13 H 4.02 -1.21 1.06  0.302
14 H 4.92 -2.30 2.11  0.323
15 H 3.22 -2.67 1.73  0.284
16 H 3.70 1.34 2.18  -0.019
17 H 5.17 0.95 3.09  0.318
18 H 3.76 1.59 3.94  0.288
19 H 1.56 -0.15 4.71  0.090
20 H -0.75 -1.64 4.05  0.285
21 H 0.24 1.21 3.55  0.240
22 C 1.72 7.25 -2.07  -0.772
23 O 1.38 5.91 -2.31  -0.248
24 C 2.36 5.22 -3.07  -0.569
25 C 2.34 3.74 -2.79  -0.366
26 O 2.94 3.36 -1.56  -0.444
27 C 2.21 3.60 -0.36  -0.439
28 C 1.06 2.66 -0.12  -0.388
29 O -0.04 2.98 -0.97  -0.350
30 C -0.82 1.84 -1.28  -0.873
31 H 1.72 7.84 -3.00  0.318
32 H 0.97 7.66 -1.39  0.230
33 H 2.71 7.34 -1.60  0.330
34 H 3.36 5.61 -2.84  0.339
35 H 2.16 5.38 -4.14  0.397
36 H 2.96 3.26 -3.55  0.397
37 H 1.33 3.34 -2.88  0.142
38 H 1.89 4.64 -0.30  0.168
39 H 2.94 3.43 0.44  0.358
40 H 0.73 2.74 0.92  0.323
41 H 1.39 1.63 -0.30  0.362
42 H -0.21 1.05 -1.72  0.371
43 H -1.58 2.15 -2.00  0.390
44 H -1.32 1.45 -0.38  0.313
45 C -1.45 -1.85 -0.18  -0.730
46 O -2.22 -2.68 -1.06  -0.349
47 C -2.03 -4.05 -0.81  -0.504
48 C -3.23 -4.86 -1.24  -0.419
49 O -4.34 -4.76 -0.35  -0.453
50 C -5.08 -3.56 -0.35  -0.285
51 C -6.02 -3.40 -1.52  -0.577
52 O -5.33 -3.06 -2.71  -0.245
53 C -5.97 -3.51 -3.87  -0.775
54 H -0.38 -1.94 -0.38  0.474
55 H -1.76 -0.83 -0.36  0.016
56 H -1.64 -2.10 0.86  0.390
57 H -1.84 -4.22 0.26  0.314
58 H -1.15 -4.40 -1.38  0.418
59 H -2.95 -5.91 -1.21  0.397
60 H -3.52 -4.61 -2.26  0.174
61 H -4.43 -2.69 -0.24  0.110
62 H -5.71 -3.62 0.55  0.391
63 H -6.74 -2.60 -1.29  0.378
64 H -6.58 -4.33 -1.66  0.339
65 H -6.14 -4.60 -3.84  0.331
66 H -5.32 -3.29 -4.71  0.230
67 H -6.94 -3.01 -4.03  0.322

=====

No. 2
Molecular formula: C28H24Cl2IrN4O2
Method: DFT, wB97M-V/def2-TZVPD

The largest force on an atom is 3.19 eV/A. The spin multiplicity is 6. As for the gap between HOMO and LUMO (alpha / beta): 6.212 / 4.522 eV. As for the charge: +2. The calculation puts the energy relative to the best compared isomer or geometry (same formula, charge and spin) at 208.0 kJ/mol.

Each line ends with the Mulliken spin population.
Cartesian coordinates (Å):
1 Ir -0.20 0.49 0.11  1.760
2 Cl -2.19 1.88 7.33  -0.006
3 C -1.54 1.53 5.81  -0.054
4 C -1.29 2.52 4.88  0.185
5 C -0.73 2.24 3.59  0.105
6 N -0.08 3.30 3.10  0.295
7 C 0.89 3.24 2.13  -0.069
8 O 1.41 4.27 1.67  0.181
9 C 1.74 2.08 1.70  -0.007
10 C 3.08 2.27 2.00  0.001
11 C 3.99 1.27 2.28  0.005
12 C 3.51 -0.01 2.09  0.001
13 C 2.21 -0.22 1.62  -0.021
14 N 1.43 0.82 1.22  0.075
15 C -0.93 0.84 3.14  0.114
16 C -1.10 -0.17 4.12  0.026
17 C -1.27 0.17 5.48  0.234
18 Cl -1.29 -1.05 6.65  0.070
19 N -1.34 0.44 1.82  0.366
20 C -2.45 -0.34 1.61  -0.041
21 O -3.13 -0.82 2.49  0.155
22 C -2.76 -0.51 0.19  -0.008
23 C -3.77 -1.37 -0.28  0.005
24 C -4.26 -1.21 -1.55  0.001
25 C -3.68 -0.23 -2.39  0.009
26 C -2.62 0.47 -1.88  -0.005
27 N -2.09 0.27 -0.63  -0.022
28 H -1.52 3.56 5.12  -0.005
29 H 3.32 3.36 2.21  -0.002
30 H 4.96 1.52 2.69  0.000
31 H 4.20 -0.86 2.17  0.000
32 H 1.84 -1.21 1.52  0.002
33 H -1.07 -1.19 3.79  -0.003
34 H -4.28 -2.06 0.38  0.000
35 H -5.12 -1.81 -1.78  0.000
36 H -3.99 0.03 -3.43  0.000
37 H -2.21 1.33 -2.41  -0.014
38 C 2.36 -3.28 -3.38  0.052
39 C 0.86 -2.95 -3.49  0.060
40 C 0.15 -3.90 -2.51  0.035
41 C 0.66 -1.50 -3.11  0.045
42 C 0.30 -0.59 -4.11  0.356
43 C 0.42 0.82 -3.84  0.043
44 C 0.81 1.27 -2.61  0.198
45 C 0.65 2.79 -2.37  0.024
46 C 1.21 0.34 -1.50  0.168
47 C 1.02 -1.06 -1.80  0.597
48 H 2.58 -4.23 -3.91  0.007
49 H 2.69 -3.45 -2.35  0.000
50 H 3.00 -2.51 -3.78  -0.004
51 H 0.57 -3.14 -4.54  0.003
52 H 0.66 -3.74 -1.50  -0.004
53 H 0.19 -4.96 -2.83  0.006
54 H -0.94 -3.67 -2.36  -0.001
55 H -0.24 -0.95 -4.97  0.018
56 H 0.07 1.55 -4.58  -0.002
57 H -0.35 3.14 -2.53  0.017
58 H 1.30 3.27 -3.09  0.022
59 H 0.93 3.06 -1.36  -0.014
60 H 2.19 0.61 -1.03  0.040
61 H 1.27 -1.77 -1.00  -0.002

=====

No. 3
Molecular formula: C2H33O15
Method: DFT, wB97M-V/def2-TZVPD

The largest force on an atom is 2.48 eV/A. As for the gap between HOMO and LUMO: 7.789 eV. As for the charge: -1. The calculation puts the energy relative to the best compared isomer or geometry (same formula, charge and spin) at 103.9 kJ/mol.

Each line ends with the Mulliken charge.
Cartesian coordinates (Å):
1 C 7.01 4.61 -30.49  -1.269
2 C 6.75 4.95 -29.08  -0.044
3 O 5.52 4.53 -28.67  0.409
4 H 6.65 3.68 -30.82  0.391
5 H 8.06 4.66 -30.68  0.115
6 H 6.58 5.43 -31.13  0.300
7 H 6.88 6.04 -28.86  0.174
8 H 7.36 4.51 -28.31  0.691
9 O 3.49 6.41 -29.03  -0.700
10 H 3.48 6.90 -29.86  0.310
11 H 4.37 5.92 -29.02  -0.075
12 O 5.54 8.73 -30.15  -0.664
13 H 5.47 8.35 -29.24  0.359
14 H 6.44 8.95 -30.31  0.295
15 O 5.29 6.41 -26.27  -0.872
16 H 6.23 6.23 -26.25  0.450
17 H 4.94 5.99 -27.07  0.372
18 O 10.73 4.29 -30.18  -0.663
19 H 10.29 3.44 -30.33  0.307
20 H 10.32 4.93 -30.80  0.333
21 O 6.15 1.72 -29.02  -0.795
22 H 6.53 1.54 -29.87  0.373
23 H 6.18 2.67 -28.94  0.071
24 O 8.03 6.45 -26.03  -0.742
25 H 8.45 5.90 -26.69  0.159
26 H 8.01 5.90 -25.22  0.359
27 O 6.09 3.40 -26.08  -0.813
28 H 5.71 3.78 -26.88  0.299
29 H 6.36 2.51 -26.29  0.314
30 O 5.66 8.77 -27.49  -0.633
31 H 5.50 7.93 -27.08  0.530
32 H 5.12 9.43 -27.04  0.258
33 O 9.01 3.45 -26.48  -0.709
34 H 9.12 2.81 -27.20  0.330
35 H 8.04 3.53 -26.38  0.389
36 O 3.79 4.01 -30.81  -0.659
37 H 4.13 3.29 -31.34  0.259
38 H 4.48 4.46 -30.35  0.154
39 O 6.90 1.00 -31.68  -0.655
40 H 7.11 0.08 -31.62  0.294
41 H 6.05 1.07 -32.09  0.316
42 O 10.39 5.64 -27.69  -0.710
43 H 10.91 5.21 -28.38  0.335
44 H 9.87 4.94 -27.27  0.385
45 O 8.93 7.22 -29.60  -0.680
46 H 9.56 6.81 -29.01  0.377
47 H 8.27 6.51 -29.53  -0.017
48 O 3.34 3.22 -27.75  -0.706
49 H 2.77 3.87 -27.40  0.331
50 H 4.09 3.72 -28.05  0.370

=====

No. 4
Molecular formula: C3H8N3
Method: DFT, wB97M-V/def2-TZVPD

The largest force on an atom is 5.97 eV/A. As for the gap between HOMO and LUMO: 7.334 eV. As for the charge: +1. The calculation puts the energy relative to the best compared isomer or geometry (same formula, charge and spin) at 522.0 kJ/mol.

Each line ends with the Mulliken charge.
Cartesian coordinates (Å):
1 C -1.07 -0.27 -0.13  -0.770
2 C 0.04 -0.42 -0.76  0.737
3 C 0.53 -0.25 -2.16  -0.922
4 N 0.83 -1.54 0.92  -0.332
5 N 0.93 -0.90 0.06  0.624
6 N 0.09 1.19 2.07  -0.702
7 H -1.38 -0.80 0.75  0.413
8 H -1.97 0.04 -0.73  0.258
9 H 0.20 -1.25 -2.54  0.301
10 H 1.64 -0.05 -2.05  0.327
11 H -0.08 0.47 -2.69  0.336
12 H 0.71 0.58 2.62  0.250
13 H -0.88 1.06 2.44  0.248
14 H 0.41 2.14 2.19  0.232

=====

No. 5
Molecular formula: C3HLiMgO4
Method: DFT, wB97M-V/def2-TZVPD

The largest force on an atom is 5.35 eV/A. As for the gap between HOMO and LUMO: 3.468 eV. As for the charge: +2. The calculation puts the energy relative to the best compared isomer or geometry (same formula, charge and spin) at 462.7 kJ/mol.

Each line ends with the Mulliken charge.
Cartesian coordinates (Å):
1 O -1.52 -0.88 -0.97  -0.638
2 C -0.71 -0.49 -0.12  0.933
3 O 0.07 -1.16 0.60  -0.488
4 Mg -2.21 -2.39 -1.87  1.568
5 O -1.03 0.73 0.47  -0.170
6 C -0.60 0.82 1.80  -0.868
7 C 0.12 -0.22 2.19  0.949
8 O 0.82 -0.68 3.09  -0.725
9 Li 2.08 -0.37 4.33  0.947
10 H -0.31 1.80 0.96  0.491

=====

No. 6
Molecular formula: C4H5NO
Method: DFT, wB97M-V/def2-TZVPD

The largest force on an atom is 0.68 eV/A. As for the gap between HOMO and LUMO: 10.176 eV. Its SMILES is C=C=NC(C)=O. The calculation puts the energy relative to the best compared isomer or geometry (same formula, charge and spin) at 120.9 kJ/mol.

Each line ends with the Mulliken charge.
Cartesian coordinates (Å):
1 C -2.61 0.24 -0.29  -0.985
2 C -1.42 0.05 0.22  0.745
3 N -0.33 -0.10 0.74  -0.374
4 C 0.81 -0.66 0.08  0.617
5 C 2.02 0.23 0.13  -0.836
6 O 0.79 -1.77 -0.37  -0.510
7 H -2.89 1.19 -0.71  0.250
8 H -3.34 -0.57 -0.29  0.243
9 H 2.50 0.11 1.10  0.251
10 H 1.74 1.28 0.04  0.307
11 H 2.72 -0.06 -0.65  0.292

=====

Among the records above, which one has the lowest largest force on an atom? C4H5NO